Entry w
The following is a DFT calculation (wB97M-V/def2-TZVPD) of the ion C6H11N2S with charge +1.

Values from the calculation:
* total charge: +1

Cartesian coordinates (Å):
C1 -2.883 -0.144 -0.654
C2 -0.993 -1.024 -0.033
C3 -0.337 -2.263 0.380
C4 1.197 0.958 1.359
C5 1.492 1.610 -1.105
C6 1.023 0.501 -0.103
N1 -2.344 -1.239 -0.198
N2 -0.464 0.157 -0.276
S1 -1.965 1.282 -0.893
H1 -3.971 -0.113 -0.897
H2 0.710 -2.349 0.185
H3 -0.569 -2.606 1.448
H4 -0.964 -3.111 -0.054
H5 2.214 1.228 1.778
H6 0.792 0.144 1.954
H7 0.630 1.955 1.359
H8 1.015 1.574 -1.995
H9 2.528 1.345 -1.223
H10 1.352 2.558 -0.622
H11 1.538 -0.465 -0.413

Charges computed using Mulliken, reported in e: 0.049 0.817 -1.156 -1.060 -1.551 0.204 -0.452 -0.047 0.152 0.377 0.349 0.310 0.393 0.335 0.345 0.292 0.548 0.379 0.358 0.358


Entry x
The following is a DFT calculation (wB97M-V/def2-TZVPD) of the ion C6H11N2S with charge +1.

Values from the calculation:
* total charge: +1

Cartesian coordinates (Å):
C1 -0.861 -0.301 1.542
C2 -1.715 -0.118 0.443
C3 0.511 0.097 1.582
C4 1.966 0.430 -0.485
C5 -0.930 1.933 -0.466
C6 1.140 -2.169 -0.849
N1 1.223 0.622 0.544
N2 -1.758 0.734 -0.516
S1 2.435 -0.948 -1.432
H1 -1.189 -0.922 2.413
H2 -2.543 -0.899 0.468
H3 1.223 0.014 2.413
H4 2.537 1.220 -0.863
H5 -0.467 2.161 0.443
H6 -0.246 1.938 -1.208
H7 -1.543 2.887 -0.669
H8 1.571 -3.039 -0.349
H9 0.625 -2.537 -1.700
H10 0.453 -1.719 -0.073
H11 -2.430 0.615 -1.238

Charges computed using Mulliken, reported in e: -0.664 0.247 -0.172 0.044 -1.133 -0.556 -0.388 -0.049 0.014 0.317 0.339 0.399 0.393 0.453 0.432 0.341 0.353 0.328 0.042 0.259


Last place for stability: entry x


Entry w
The following is a DFT calculation (wB97M-V/def2-TZVPD) of a cluster of 3 separate species, C2H10NO3 in total.

Values from the calculation:
* total charge: -1

Cartesian coordinates (Å):
C1 0.826 1.158 -1.841
N1 0.386 -0.131 -1.439
C2 0.578 -0.502 -0.015
O1 -0.378 0.276 0.815
H1 0.123 1.822 -1.374
H2 0.615 1.230 -2.902
H3 1.951 1.165 -1.570
H4 -0.526 -0.217 -1.796
H5 1.650 -0.411 0.425
H6 0.403 -1.700 0.004
H7 1.227 -0.080 3.401
H8 0.092 -0.525 2.179
O2 0.754 -0.779 2.921
H9 -1.866 -0.354 0.788
H10 -2.987 -0.480 -0.257
O3 -2.847 -0.471 0.662

Charges computed using Mulliken, reported in e: -0.827 -0.329 -0.300 -1.010 0.275 0.312 0.250 0.216 0.238 0.198 0.246 0.444 -0.728 0.481 0.252 -0.719


Entry x
The following is a DFT calculation (wB97M-V/def2-TZVPD) of a cluster of 3 separate species, C2H10NO3 in total.

Values from the calculation:
* total charge: -1

Cartesian coordinates (Å):
C1 0.026 -0.521 0.725
O1 -0.317 0.823 0.641
C2 0.838 -0.965 -0.511
N1 0.090 -1.159 -1.783
H1 -0.806 -1.251 0.729
H2 0.613 -0.798 1.621
H3 1.094 -2.015 -0.283
H4 1.687 -0.306 -0.687
H5 0.135 -0.331 -2.379
H6 -0.895 -1.175 -1.525
H7 0.885 1.343 1.520
H8 1.666 2.657 1.799
O2 1.819 1.716 1.796
H9 -2.604 0.942 -1.221
H10 -1.698 0.691 0.034
O3 -2.533 0.348 -0.476

Charges computed using Mulliken, reported in e: -0.568 -0.993 -0.427 -0.710 0.371 0.349 0.250 0.309 0.243 0.318 0.421 0.252 -0.726 0.252 0.395 -0.736


Entry y
The following is a DFT calculation (wB97M-V/def2-TZVPD) of a cluster of 3 separate species, C2H10NO3 in total.

Values from the calculation:
* total charge: -1

Cartesian coordinates (Å):
C1 0.957 -2.088 0.632
N1 0.819 -1.606 -0.696
C2 -0.474 -0.761 -0.793
O1 -0.961 -0.432 0.417
H1 1.914 -2.681 0.633
H2 0.105 -2.554 1.180
H3 1.206 -1.069 1.302
H4 1.475 -0.784 -0.924
H5 -1.249 -1.382 -1.329
H6 -0.235 -0.042 -1.671
H7 -2.037 1.228 -0.216
H8 -0.890 1.352 0.906
O2 -1.592 1.863 0.402
H9 0.509 1.762 -0.448
H10 1.672 1.829 0.370
O3 1.166 2.404 -0.064

Charges computed using Mulliken, reported in e: -0.557 -0.514 -0.519 -0.860 0.269 0.197 0.115 0.305 0.224 0.335 0.322 0.359 -0.686 0.367 0.304 -0.660


Entry z
The following is a DFT calculation (wB97M-V/def2-TZVPD) of a structure of composition C2H10NO3.

Values from the calculation:
* total charge: -1

Cartesian coordinates (Å):
C1 0.342 1.290 -0.462
O1 -0.635 0.678 0.304
C2 1.370 0.255 -1.021
N1 0.784 -0.728 -1.957
H1 -0.044 1.895 -1.290
H2 0.932 1.994 0.160
H3 2.170 0.821 -1.518
H4 1.740 -0.287 -0.155
H5 0.370 -1.412 -1.335
H6 -0.037 -0.341 -2.425
H7 -0.210 0.607 1.531
H8 0.136 -0.411 2.916
O2 0.080 0.516 2.601
H9 -1.703 -1.849 1.052
H10 -1.266 -0.829 -0.070
O3 -1.664 -1.726 0.084

Charges computed using Mulliken, reported in e: -0.538 -0.797 -0.441 -0.718 0.290 0.328 0.306 0.240 0.332 0.266 0.413 0.200 -0.822 0.274 0.420 -0.754


Last place for stability: entry y